--- P ---
Computed, not measured: a cluster of 2 separate species, C5H12O3 in total, with ωB97M-V/def2-TZVPD.

Positions of all 20 atoms, in Å:
O  -1.5065  -3.6780  0.0560
C  -1.1500  -2.5622  0.3602
C  -0.0794  -1.8045  -0.3499
C  -0.6185  -0.8922  -1.4533
C  -0.6203  0.6099  -1.0424
C  -1.0696  0.9822  0.3668
O  -0.0299  1.4224  1.2422
H  -1.6797  -2.1396  1.2361
H  0.4699  -1.2050  0.3749
H  0.6994  -2.4832  -0.7078
H  0.0389  -0.9079  -2.3038
H  -1.6193  -1.0908  -1.7897
H  -1.1749  1.2159  -1.7548
H  0.4026  0.9898  -1.1263
H  -1.7405  1.8303  0.3374
H  -1.6580  0.2145  0.8870
H  0.6523  0.7421  1.3225
H  3.6088  3.5495  0.5392
H  3.8438  4.9350  1.2066
O  3.9516  4.4335  0.3986

Summary:
Gap between HOMO and LUMO (eV): 10.6
LUMO (Ha): 0.020
SMILES: O=CCCCCO.O

--- Q ---
Computed, not measured: a cluster of 3 separate species, C5H12O3 in total, with ωB97M-V/def2-TZVPD.

Positions of all 20 atoms, in Å:
C  -0.1093  -2.6375  1.3470
C  -0.2296  -1.7342  0.1467
C  0.6239  -0.7098  -0.0001
C  0.3561  0.3628  -1.0063
C  -0.9315  0.5492  -1.3942
O  -1.1760  1.3768  -2.4736
H  0.8342  -3.2414  1.2308
H  -0.1043  -2.0896  2.2939
H  -0.9524  -3.2893  1.5858
H  -1.0530  -1.7976  -0.5678
H  1.5884  -0.6262  0.5344
H  1.0252  1.0615  -1.4310
H  -1.8599  0.1871  -1.0283
H  -0.4718  1.9234  -2.8279
H  -0.5031  -0.0340  3.2875
H  -1.7665  0.7372  2.8378
O  -1.3515  -0.1297  2.8469
H  1.9520  1.9319  0.2925
H  3.2873  1.6903  -0.4031
O  2.5124  2.2877  -0.4071

Summary:
Gap between HOMO and LUMO (eV): 8.4
LUMO (Ha): 0.020
SMILES: C/C=C/C=C/O.O.O

--- R ---
Computed, not measured: a cluster of 2 separate species, C5H12O3 in total, with ωB97M-V/def2-TZVPD.

Positions of all 20 atoms, in Å:
O  -2.5145  1.5487  -0.4590
C  -1.3880  1.7623  -0.0943
O  -0.8273  2.9947  -0.1774
C  -0.4247  0.7209  0.3749
C  0.8479  0.5267  -0.4353
C  1.3081  -0.9489  -0.4013
C  2.2785  -1.3071  0.7122
H  -1.1580  3.4617  -0.9637
H  -0.9533  -0.1899  0.6366
H  -0.1769  1.0836  1.3807
H  0.8197  0.8383  -1.4720
H  1.6575  1.1053  0.0245
H  0.4105  -1.5786  -0.4360
H  1.8147  -1.1985  -1.3411
H  2.7761  -0.4085  1.0934
H  3.0272  -2.0620  0.4796
H  1.7553  -1.5800  1.6296
H  -2.9861  -0.8159  -0.0867
H  -3.2140  -2.2089  -0.6473
O  -3.0528  -1.7438  0.1827

Summary:
Gap between HOMO and LUMO (eV): 11.3
LUMO (Ha): 0.024
SMILES: CCCCC(=O)O.O

--- S ---
Computed, not measured: a cluster of 3 separate species, C5H12O3 in total, with ωB97M-V/def2-TZVPD.

Positions of all 20 atoms, in Å:
C  -2.3550  -0.3506  -1.4016
C  -1.2089  0.6328  -1.4973
C  -0.0501  0.4453  -0.8564
O  -0.0078  -0.5928  0.0317
C  1.1063  1.3258  -1.0355
C  2.3428  1.0286  -0.6841
H  -2.7801  -0.3444  -0.4036
H  -3.1279  -0.1393  -2.1354
H  -2.0145  -1.3802  -1.5410
H  -1.3987  1.4062  -2.2393
H  0.8394  -0.6436  0.4976
H  0.8662  2.2446  -1.5640
H  2.5361  0.1075  -0.1507
H  3.1503  1.6889  -0.9504
H  -1.0276  -1.0335  2.3174
H  -2.2221  -0.1012  2.4743
O  -1.5377  -0.5512  2.9752
H  2.9742  -0.9321  1.8053
H  1.6854  -1.2577  2.5501
O  2.2298  -1.5531  1.8077

Summary:
Gap between HOMO and LUMO (eV): 8.8
LUMO (Ha): 0.018
SMILES: C=C/C(O)=C/C.O.O

Relative energies, kJ/mol: P 124.7; Q 219.9; R 0.0; S 118.5.

--- P ---
Computed, not measured: a cluster of 2 separate species, C5H12O3 in total, with ωB97M-V/def2-TZVPD.

Positions of all 20 atoms, in Å:
C  -0.8427  0.4471  0.6514
C  -1.3681  1.5794  -0.2218
O  -1.9012  -0.0570  1.4457
H  -2.3241  0.6860  1.9068
H  -0.0883  0.8351  1.3451
H  1.5036  0.8089  -0.4852
H  -2.2007  1.2417  -0.8494
H  -1.7632  2.3879  0.4035
H  -0.5889  1.9910  -0.8693
C  0.1055  -1.9781  0.7436
C  -0.1851  -0.7724  -0.1156
C  -0.1892  -0.9024  -1.4535
O  2.3067  1.3454  -0.1423
O  3.3537  0.7850  -0.9758
H  3.8917  0.3940  -0.2624
H  0.9988  -1.7950  1.3475
H  -0.7121  -2.2182  1.4302
H  0.2470  -2.8901  0.1540
H  0.1749  -1.8088  -1.9308
H  -0.4183  -0.0794  -2.1217

Summary:
Gap between HOMO and LUMO (eV): 10.6
LUMO (Ha): 0.028
SMILES: C=C(C)[C@@H](C)O.OO

--- Q ---
Computed, not measured: a cluster of 3 separate species, C5H12O3 in total, with ωB97M-V/def2-TZVPD.

Positions of all 20 atoms, in Å:
C  0.4981  -0.7289  -2.3489
C  0.6376  -0.7696  -0.9808
C  -0.2556  -0.0233  -0.1857
C  0.0005  -0.1137  1.1843
O  0.8182  -1.0896  1.6120
C  -0.5155  0.8004  2.1908
H  1.3069  -1.2241  -2.9693
H  -0.3713  -0.5132  -2.9770
H  1.6455  -0.9956  -0.5044
H  -0.8514  0.6393  -0.7090
H  1.0021  -1.2391  2.5027
H  -1.1609  0.3770  2.9912
H  -1.1824  1.6508  1.9477
H  0.3161  1.4893  2.6506
H  1.7092  2.0643  -1.4253
H  0.6043  2.9820  -1.2764
O  1.5660  2.9851  -1.1982
H  -1.5344  -2.7074  0.1745
H  -2.0132  -1.3146  -0.3796
O  -2.2198  -2.2693  -0.2990

Summary:
Gap between HOMO and LUMO (eV): 8.6
LUMO (Ha): 0.016
SMILES: C=C/C=C(/C)O.O.O

Relative energies, kJ/mol: P 118.0; Q 0.0.

--- P ---
Computed, not measured: an isolated molecule of C2H2O2, with ωB97M-V/def2-TZVPD.

Positions of all 6 atoms, in Å:
C  -0.3243  -0.7590  0.4623
C  -0.4356  0.2823  -0.7097
H  -1.2796  -1.3695  0.5646
H  -1.2594  0.2370  -1.3834
O  0.6524  -0.8010  1.1870
O  0.2349  1.3000  -0.8991

Summary:
Gap between HOMO and LUMO (eV): 9.1
LUMO (Ha): -0.041
SMILES: O=CC=O

--- Q ---
Computed, not measured: an isolated molecule of C2H2O2, with ωB97M-V/def2-TZVPD.

Positions of all 6 atoms, in Å:
C  -0.4180  0.2082  0.1340
C  1.2593  -0.5843  -0.1874
O  0.4809  0.2904  -0.9170
O  0.5347  -0.5456  0.8967
H  -0.7308  1.1227  0.3913
H  -1.1261  -0.4914  -0.3176

Summary:
Gap between HOMO and LUMO (eV): 10.7
LUMO (Ha): 0.030

--- R ---
Computed, not measured: an isolated molecule of C2H2O2, with ωB97M-V/def2-TZVPD.

Positions of all 6 atoms, in Å:
C  0.4697  0.7598  -0.3752
C  -1.1644  -1.1396  0.3868
O  1.3081  0.4952  0.4620
O  -0.7588  -0.1216  -0.2764
H  0.5138  1.5822  -1.1865
H  -0.3684  -1.5760  0.9894

Summary:
Gap between HOMO and LUMO (eV): 8.0
LUMO (Ha): -0.016

Relative energies, kJ/mol: P 0.0; Q 182.5; R 263.2.

--- P ---
Computed, not measured: a structure of composition C2H6N2O3, with ωB97M-V/def2-TZVPD.

Positions of all 13 atoms, in Å:
C  0.0043  -0.3403  -0.7937
C  -1.0117  0.7994  0.4565
N  0.9272  -0.9810  0.0272
N  -1.7576  1.5401  -0.5299
O  -2.7554  1.0875  -1.0245
O  -1.3204  2.6587  -0.7886
O  -0.0660  1.5366  1.1438
H  -0.8969  -0.9737  -1.1663
H  0.3301  0.4733  -1.2802
H  -1.5367  0.0127  1.1243
H  1.7602  -0.5272  0.2714
H  0.5766  -1.3441  0.9618
H  0.5227  2.1173  0.6422

Summary:
Gap between HOMO and LUMO (eV): 9.1
LUMO (Ha): 0.008

--- Q ---
Computed, not measured: an isolated molecule of C2H6N2O3, with ωB97M-V/def2-TZVPD.

Positions of all 13 atoms, in Å:
C  -0.4523  -2.0641  -0.0732
C  1.2521  1.7468  0.0133
N  -1.4802  0.9443  -0.0843
N  -0.3520  0.2744  -0.2891
O  -2.2837  0.3846  0.6391
O  0.0091  -0.8415  0.3891
O  0.6031  1.0013  -0.9646
H  0.4580  -2.6810  -0.0117
H  -0.8442  -2.1023  -1.0744
H  -1.2724  -2.5718  0.4651
H  0.4896  2.2871  0.6522
H  2.0044  2.5130  -0.3628
H  1.8684  1.1093  0.7013

Summary:
Gap between HOMO and LUMO (eV): 10.5
LUMO (Ha): 0.029
SMILES: CON(N=O)OC

Relative energies, kJ/mol: P 0.0; Q 175.8.

--- P ---
Computed, not measured: an isolated molecule of H2N2O2, with ωB97M-V/def2-TZVPD.

Positions of all 6 atoms, in Å:
N  0.2566  -0.0704  0.0503
N  1.5534  -0.2930  0.0028
O  2.0692  -1.3442  -0.0347
O  2.4316  1.0921  -0.0017
H  -0.4162  -0.8130  -0.2095
H  -0.1523  0.7591  -0.0320

Summary:
Gap between HOMO and LUMO (alpha / beta) (eV): 9.8 / 9.8
LUMO (alpha / beta) (Ha): -0.010 / -0.010
SMILES: N[N+](=O)[O-]

--- Q ---
Computed, not measured: an isolated molecule of H2N2O2, with ωB97M-V/def2-TZVPD.

Positions of all 6 atoms, in Å:
N  -0.1040  -0.2673  -0.0920
N  -0.6338  -1.3695  -0.6045
O  -1.7719  -1.4421  -0.9308
O  0.4014  -2.3432  -0.8425
H  -0.7523  0.5478  -0.0324
H  0.8127  -0.4475  -0.0876

Summary:
Gap between HOMO and LUMO (eV): 10.7
LUMO (Ha): 0.001
SMILES: N[N+](=O)[O-]

Relative energies, kJ/mol: P 127.7; Q 0.0.